Density functional theory data (the ωB97M-V functional and the def2-TZVPD basis) for a structure of composition C31H27F6N5O4PS5V at a distorted geometry.

Geometry as ORCA input:
```
! RIJCOSX wB97M-V def2-TZVPD def2/J DEFGRID3
* xyz 2 1
V 0.405 -0.959 0.842
S -0.568 -1.115 3.062
C -1.108 -2.548 2.282
N -0.934 -2.558 0.976
C -1.420 -3.747 0.398
C -1.515 -4.089 -0.950
C -2.070 -5.309 -1.283
C -2.546 -6.189 -0.308
C -2.496 -5.847 1.028
C -1.935 -4.620 1.363
S -1.824 -3.938 2.959
H -1.187 -3.424 -1.731
H -2.144 -5.583 -2.326
H -2.972 -7.137 -0.603
H -2.885 -6.509 1.789
S 0.694 -1.847 -1.354
C 1.680 -0.607 -2.123
N 1.294 0.649 -2.235
C 2.109 1.672 -2.897
C 3.573 1.302 -2.752
C 3.792 -0.106 -3.274
N 2.823 -1.009 -2.635
H 0.370 0.879 -1.917
H 1.883 2.631 -2.432
H 1.820 1.728 -3.950
H 3.864 1.340 -1.700
H 4.196 2.007 -3.300
H 4.782 -0.469 -3.014
H 3.673 -0.165 -4.357
H 3.129 -1.934 -2.365
F 2.806 -1.145 4.257
C 3.019 -0.315 3.265
F 4.198 0.235 3.361
F 2.081 0.626 3.245
S 2.906 -1.276 1.648
O 2.252 -0.283 0.673
O 1.843 -2.280 1.802
N 4.332 -1.665 1.410
S 4.950 -1.888 -0.106
O 5.361 -0.634 -0.642
O 4.107 -2.763 -0.865
C 6.473 -2.843 0.369
F 7.030 -2.301 1.435
F 7.290 -2.774 -0.668
F 6.134 -4.094 0.608
N -0.634 0.258 0.553
P -1.710 1.560 0.494
C -3.314 1.149 1.123
C -4.427 1.222 0.282
C -5.687 0.951 0.790
C -5.838 0.609 2.125
C -4.733 0.545 2.968
C -3.472 0.819 2.474
C -1.802 1.926 -1.248
C -2.078 0.892 -2.150
C -2.203 1.178 -3.498
C -2.061 2.489 -3.945
C -1.794 3.516 -3.050
C -1.664 3.240 -1.696
C -0.948 2.873 1.411
C -1.722 3.706 2.220
C -1.117 4.758 2.892
C 0.246 4.972 2.760
C 1.020 4.142 1.953
C 0.427 3.093 1.277
H -4.320 1.492 -0.760
H -6.551 1.010 0.142
H -6.824 0.398 2.516
H -4.859 0.290 4.011
H -2.617 0.781 3.134
H -2.188 -0.130 -1.802
H -2.415 0.386 -4.203
H -2.166 2.710 -4.999
H -1.692 4.532 -3.405
H -1.456 4.040 -0.997
H -2.786 3.540 2.322
H -1.711 5.407 3.520
H 0.715 5.791 3.289
H 2.083 4.317 1.858
H 1.033 2.441 0.657
*
```

## Properties
- LUMO energy (alpha / beta): -7.4 / -7.5 eV
- Highest occupied orbital energy (alpha / beta): -0.496 / -0.496 Ha
- Orbital gap (alpha / beta): 6.0 / 6.0 eV



Density functional theory data (the ωB97M-V functional and the def2-TZVPD basis) for a structure of composition C2H10N3 at a distorted geometry.

Geometry as ORCA input:
```
! RIJCOSX wB97M-V def2-TZVPD def2/J DEFGRID3
* xyz 1 1
C 2.748 -0.674 0.280
N 1.324 -1.199 0.450
H 3.274 -1.584 0.009
H 3.038 -0.295 1.254
H 2.766 0.078 -0.520
H 1.212 -2.018 -0.145
H 1.202 -1.496 1.410
H 0.456 -0.454 -0.169
N -2.694 0.752 -0.333
C -1.440 0.886 0.110
N -0.365 0.487 -0.510
H -3.366 1.394 0.086
H -2.912 0.786 -1.330
H -1.481 1.370 1.090
H -0.170 0.931 -1.400
*
```

## Properties
- LUMO energy: -3.7 eV
- Highest occupied orbital energy: -0.519 Ha
- Relative energy (zero: lowest compared OMol25 entry of this formula, charge and spin): 189.90 kJ/mol
- Orbital gap: 10.4 eV



Density functional theory data (the ωB97M-V functional and the def2-TZVPD basis) for a cluster of 2 separate species, C4H9NO in total.

Geometry as ORCA input:
```
! RIJCOSX wB97M-V def2-TZVPD def2/J DEFGRID3
* xyz 0 1
C 1.182 0.775 -0.998
N 0.198 -0.253 -0.626
C 0.661 -1.456 -0.309
C -1.077 0.144 -0.574
C -0.957 0.278 1.852
O -2.011 0.656 2.308
H 1.222 0.846 -2.087
H 2.161 0.507 -0.599
H 0.871 1.733 -0.578
H 1.719 -1.653 -0.382
H -0.713 -0.790 1.662
H -0.056 -2.244 -0.118
H -1.850 -0.605 -0.474
H -1.315 1.164 -0.830
H -0.076 0.951 1.741
*
```

## Properties
- LUMO energy: 0.7 eV
- Highest occupied orbital energy: -0.269 Ha
- Relative energy (zero: lowest compared OMol25 entry of this formula, charge and spin): 399.68 kJ/mol
- Orbital gap: 8.0 eV



Density functional theory data (the ωB97M-V functional and the def2-TZVPD basis) for a cluster of 2 separate species, C3H2F4 in total at a distorted geometry.

Geometry as ORCA input:
```
! RIJCOSX wB97M-V def2-TZVPD def2/J DEFGRID3
* xyz 0 1
C -0.923 0.872 0.495
C -1.538 0.300 -0.486
C 1.653 -0.639 0.231
F -2.798 0.519 -0.906
F -1.005 -0.645 -1.271
F 2.183 -0.485 1.426
F 2.252 0.086 -0.687
H -1.094 1.598 1.247
H 1.270 -1.606 -0.049
*
```

## Properties
- LUMO energy (alpha / beta): 0.5 / -1.0 eV
- Highest occupied orbital energy (alpha / beta): -0.379 / -0.323 Ha
- Relative energy (zero: lowest compared OMol25 entry of this formula, charge and spin): 476.15 kJ/mol
- Orbital gap (alpha / beta): 10.8 / 7.8 eV



Density functional theory data (the ωB97M-V functional and the def2-TZVPD basis) for a structure of composition C20H10Cl2EuF6N5O6S2 at a distorted geometry.

Geometry as ORCA input:
```
! RIJCOSX wB97M-V def2-TZVPD def2/J DEFGRID3
* xyz -1 8
Eu -0.328 -0.440 -0.394
Cl 5.333 -3.489 2.798
C 3.808 -2.706 2.545
C 3.304 -2.632 1.256
C 2.082 -2.019 1.000
N 1.491 -1.932 -0.268
C 2.103 -2.288 -1.402
O 3.246 -2.696 -1.601
C 1.201 -2.174 -2.642
C 1.786 -2.328 -3.898
C 0.988 -2.276 -5.022
C -0.379 -2.080 -4.870
C -0.882 -1.926 -3.590
N -0.118 -1.970 -2.495
C 1.354 -1.453 2.095
C 1.890 -1.531 3.376
C 3.106 -2.158 3.600
Cl 3.721 -2.232 5.216
N 0.075 -0.940 1.840
C -0.511 -0.018 2.618
O -0.083 0.581 3.599
C -1.969 0.270 2.209
C -2.760 0.985 3.108
C -4.078 1.236 2.785
C -4.575 0.778 1.569
C -3.722 0.084 0.729
N -2.447 -0.178 1.036
H 3.866 -3.048 0.436
H 2.851 -2.493 -3.939
H 1.420 -2.388 -6.006
H -1.041 -2.035 -5.721
H -1.942 -1.750 -3.432
H 1.357 -1.083 4.199
H -2.294 1.342 4.014
H -4.713 1.791 3.462
H -5.596 0.960 1.271
H -4.069 -0.275 -0.235
F 2.620 2.760 -1.101
C 1.827 1.711 -1.094
F 2.279 0.808 -1.972
F 1.851 1.146 0.130
S 0.048 2.165 -1.518
O -0.405 0.979 -2.226
O 0.081 3.394 -2.219
N -0.659 2.143 -0.106
S -0.769 3.546 0.662
O -1.370 3.317 1.929
O 0.413 4.321 0.526
C -2.090 4.399 -0.374
F -3.152 4.688 0.389
F -2.513 3.599 -1.369
F -1.635 5.530 -0.902
*
```

## Properties
- LUMO energy (alpha / beta): 1.6 / -0.3 eV
- Highest occupied orbital energy (alpha / beta): -0.028 / -0.097 Ha
- Orbital gap (alpha / beta): 2.3 / 2.3 eV



Density functional theory data (the ωB97M-V functional and the def2-TZVPD basis) for the molecule C5H8ClNO at a distorted geometry.

Geometry as ORCA input:
```
! RIJCOSX wB97M-V def2-TZVPD def2/J DEFGRID3
* xyz 0 1
C -1.296 0.611 -1.376
C 0.068 -0.026 -0.801
Cl 0.944 -0.280 -2.275
C 0.818 0.693 0.253
C 0.589 0.156 1.586
N 0.188 -1.174 1.182
C -0.338 -1.287 -0.114
O -0.837 -2.304 -0.700
H -2.074 0.756 -0.544
H -0.905 1.682 -1.720
H -1.755 -0.077 -2.117
H 0.629 1.826 0.263
H 1.900 0.572 0.024
H 1.591 0.141 2.133
H 0.024 0.817 2.290
H 0.455 -2.107 1.917
*
```

## Properties
- SMILES: C[C@@]1(Cl)CCNC1=O
- LUMO energy: 0.5 eV
- Highest occupied orbital energy: -0.362 Ha
- Relative energy (zero: lowest compared OMol25 entry of this formula, charge and spin): 198.21 kJ/mol
- Orbital gap: 10.4 eV



| no. | E (eV) |
| --- | --- |
| 1 | -153671.12896 |
| 2 | -6699.07077 |
| 3 | -7828.17756 |
| 4 | -14008.03023 |
| 5 | -122985.96537 |
| 6 | -21373.25206 |